1.
# C2H4O2S

C2H4O2S in the gas phase in a non-equilibrium geometry (wB97M-V/def2-TZVPD, OMol25).

Geometry as XYZ:
```
9
Properties=species:S:1:pos:R:3
C 0.803 0.610 0.722
C -0.373 0.005 -1.157
O 0.184 -2.011 0.525
O -1.554 -0.413 1.333
S -0.427 -0.725 0.503
H 1.843 0.611 0.464
H 0.533 1.571 1.004
H -1.224 0.640 -1.427
H 0.217 -0.288 -1.967
```

Summary:
LUMO (eV): -0.82
DFT total energy (eV): -17064.7254
Orbital gap (eV): 9.323
Relative energy (zero: lowest compared OMol25 entry of this formula, charge and spin) (eV): 4.545
Net charge: 0

***

2.
# C2H4O2S

2 unconnected molecules or ions with the total composition C2H4O2S in a non-equilibrium geometry (wB97M-V/def2-TZVPD, OMol25).

Geometry as XYZ:
```
9
Properties=species:S:1:pos:R:3
C 0.442 1.071 -1.217
C -0.038 0.621 1.099
O -0.267 -1.854 -0.770
O -0.276 1.263 -0.204
S -0.823 -2.913 -1.644
H 1.238 0.281 -1.286
H 0.961 0.415 1.147
H -0.702 -0.196 1.194
H -0.536 1.313 1.681
```

Summary:
LUMO (spin up / spin down) (eV): -1.83 / -1.83
DFT total energy (eV): -17062.8445
Orbital gap (spin up / spin down) (eV): 5.617 / 5.627
Relative energy (zero: lowest compared OMol25 entry of this formula, charge and spin) (eV): 6.426
Net charge: 0

***

3.
# C2H4O2S2

C2H4O2S2 in the gas phase in a non-equilibrium geometry (wB97M-V/def2-TZVPD, OMol25).

Geometry as XYZ:
```
10
Properties=species:S:1:pos:R:3
C -0.886 0.439 -1.643
C 0.303 -0.474 0.584
O -0.668 1.301 -4.038
O -0.756 -2.065 -1.477
S -1.191 0.192 -3.286
S -1.111 -0.990 -0.575
H -0.714 1.527 -0.887
H 1.266 -0.180 0.014
H 0.621 -1.412 1.098
H -0.157 0.286 1.224
```

Summary:
LUMO (spin up / spin down) (eV): -0.87 / -0.87
DFT total energy (eV): -27900.3525
Orbital gap (spin up / spin down) (eV): 8.366 / 8.365
Relative energy (zero: lowest compared OMol25 entry of this formula, charge and spin) (eV): 3.984
Net charge: 0

***

4.
# C2H4O2Si

C2H4O2Si in the gas phase in a non-equilibrium geometry (wB97M-V/def2-TZVPD, OMol25).

Geometry as XYZ:
```
9
Properties=species:S:1:pos:R:3
C -0.554 -0.063 -0.573
C 0.209 0.855 0.424
O -1.028 0.763 -1.600
O -0.577 1.709 0.968
Si -1.399 2.295 -1.769
H -1.438 -0.456 -0.196
H -0.143 -0.874 -1.116
H 1.085 1.169 -0.265
H 0.736 0.209 1.286
```

Summary:
LUMO (spin up / spin down) (eV): -1.21 / -1.21
DFT total energy (eV): -14108.2371
Orbital gap (spin up / spin down) (eV): 6.686 / 6.687
Relative energy (zero: lowest compared OMol25 entry of this formula, charge and spin) (eV): 3.802
Net charge: 0